1.
This record from OMol25 describes 7 unconnected molecules or ions with the total composition C61H84N9O14 at a distorted geometry. The level of theory is ωB97M-V/def2-TZVPD.

Charge = +1
Spin multiplicity = 1
HOMO level = -11.01 eV
HOMO-LUMO gap = 0.2862 hartree

Positions of all 168 atoms, in Å:
C1 -4.1622 -6.6285 -0.1806
C2 10.6304 -1.8910 0.6792
C3 -3.0137 16.7681 0.6062
O1 -1.7424 8.9154 -0.1288
H1 -1.9423 -0.8888 -0.1077
H2 1.3763 10.4486 -4.6456
H3 0.5566 -3.8425 6.4051
C4 11.8590 0.1225 2.1902
C5 2.0996 -3.8802 -0.3098
C6 -2.7146 14.9954 -1.0122
N1 5.0826 -3.0888 7.0634
C7 4.1234 -3.7090 4.8608
N2 -2.6487 -3.4260 0.8822
H4 -2.6434 -6.9095 1.4960
H5 -4.6345 15.6750 -0.3024
H6 -2.7000 7.2565 -0.0824
H7 -4.8051 -1.2349 -0.2762
C8 -4.7170 4.1871 -1.3117
N3 -1.4176 9.7119 -1.0210
H8 -1.9181 -5.8962 0.0808
C9 -6.4042 -1.7633 -1.8163
H9 -1.4573 0.1793 2.9513
O2 6.1947 -3.0196 6.5207
H10 0.0982 0.3324 -5.6747
C10 -1.3268 15.1688 -0.9267
C11 -5.0680 5.4701 -1.7524
C12 -7.4333 -3.8623 0.3378
O3 0.7843 14.5122 -1.6336
H11 -3.7676 -1.0716 -2.4262
O4 -0.3267 -8.5734 2.2113
H12 -4.6021 7.5730 -1.6421
C13 0.8114 -10.4383 0.5540
H13 3.7885 -1.1448 -0.5452
C14 -2.8990 -6.0637 0.6956
H14 0.3873 -10.8118 1.4835
H15 0.2546 1.0888 0.3052
C15 11.7992 -2.1605 1.3931
O5 0.0981 -6.9338 0.8167
H16 -6.0893 -2.6895 1.7568
C16 10.6899 0.3924 1.4665
C17 -1.1250 -0.0551 1.8493
N4 -2.3578 -3.1590 -1.6112
H17 -3.1410 -5.9369 3.4464
C18 -2.9276 5.1160 0.0196
H18 -0.1520 7.3087 -1.0995
H19 2.4879 -3.2936 7.8443
O6 -1.4679 -1.1718 -5.1453
H20 -1.7561 -0.0250 -3.2670
H21 2.3992 -11.5869 -2.2294
C19 1.7432 -4.0655 4.6191
C20 1.0353 9.7681 -3.8684
H22 -1.2157 17.6893 1.3587
H23 0.6267 -1.4935 -5.4797
H24 1.0168 -0.5111 2.5057
H25 -3.6735 17.3985 1.1999
H26 -0.5101 -2.2226 -2.2536
O7 10.7148 2.6142 2.1363
H27 1.6088 6.6236 -2.6913
H28 -5.9495 -0.8737 -2.4272
H29 -4.0952 -7.7890 -0.3432
H30 -2.0941 4.9847 0.7064
H31 -7.3128 -1.5488 0.8860
C21 -0.0428 -4.4306 -1.9421
C22 1.5563 -3.8054 5.9776
C23 2.6502 -3.4938 6.7874
N5 -5.4648 3.0213 -1.7976
H32 3.1600 -4.2291 3.0026
H33 -0.3753 -5.3984 -1.3749
H34 -6.6684 -2.7128 -2.4822
C24 -2.6420 -4.9460 3.0684
H35 2.0313 -5.4357 -1.9747
H36 12.3492 0.8925 2.7824
H37 6.6406 -1.7759 0.9014
C25 10.0681 -0.6135 0.7139
H38 12.2370 -3.1567 1.3584
H39 -2.3427 -2.1951 2.7612
H40 -1.5468 1.6871 0.2753
H41 -4.3406 -1.7357 -4.1960
C26 3.9320 -3.4408 6.2227
N6 -4.7202 -3.4706 -0.6785
H42 1.8397 -2.7233 -0.2079
C27 -0.3871 9.2865 -1.9757
C28 1.9479 -10.8801 -1.5351
H43 -3.0410 -4.0544 3.7400
C29 -1.6306 16.9336 0.6952
H44 -5.2257 -6.2638 0.2034
C30 -3.2703 6.3943 -0.4237
C31 -3.4356 -1.5761 -3.4564
H45 2.3806 8.1893 -4.4530
H46 -7.2811 -4.1982 -0.7752
C32 1.5957 -4.3378 -1.8035
N7 10.1178 1.7440 1.4865
H47 10.1590 -2.6767 0.0927
C33 4.4764 -1.8632 0.1040
H48 -3.1527 14.2475 -1.6699
N8 -0.4382 14.3417 -1.7518
H49 -8.5583 -3.7882 0.6739
H50 2.0086 -3.6911 -2.6874
C34 -3.2244 -3.3261 -0.5242
H51 -0.3137 2.1814 1.7316
C35 -2.3565 -0.7798 0.9798
H52 0.2961 16.2745 0.0115
H53 -5.0003 -3.9910 -1.5376
H54 5.7609 -0.0649 0.9222
H55 0.0306 -2.1215 2.1524
H56 1.4241 -12.4002 -0.0991
N9 0.1386 -8.1262 1.1524
H57 3.9836 -5.2807 -0.3299
H58 3.9220 -1.9541 1.1572
C36 12.4105 -1.1596 2.1501
H59 1.4394 -4.4210 0.5213
C37 -2.3399 -0.5597 -4.1288
C38 3.6895 -4.1753 -0.0083
H60 -3.2508 -0.0054 0.9383
C39 -6.5877 -2.4705 0.7189
C40 1.3347 -8.6103 -0.9668
C41 1.1667 7.6146 -2.7674
O8 -1.9008 10.8455 -1.1597
H61 -1.4620 -4.9924 3.0192
O9 -5.1358 1.9048 -1.3698
H62 0.8864 -4.3025 3.9905
O10 9.0722 1.9380 0.8486
O11 4.8749 -2.8770 8.2675
C42 -0.8345 -3.0575 -1.4640
C43 -3.2430 -4.6577 1.5340
H63 6.3113 -0.8241 -0.7638
H64 -4.0157 -2.0359 1.9089
H65 -0.3917 11.1644 -3.0757
C44 -3.6507 4.0055 -0.4202
C45 -0.6889 1.3181 0.9995
O12 4.5963 -3.1515 -0.5961
C46 -3.5556 15.7999 -0.2408
H66 -1.9383 -3.3412 -3.7688
C47 -0.7795 16.1331 -0.0692
H67 0.7393 -1.0141 0.7107
H68 -0.4888 -2.6525 -0.4199
C48 -2.8625 -3.0621 -3.0666
C49 -5.4705 -2.1734 -0.4903
H69 2.3544 -9.1699 -2.7831
C50 0.1716 8.0059 -1.8695
C51 1.5989 8.4958 -3.7600
H70 -2.9631 0.2927 -4.6842
C52 1.9212 -9.5202 -1.8488
C53 0.2312 -1.0315 1.7772
H71 5.1134 -3.6762 4.4106
H72 -7.4513 -1.3892 -1.3879
C54 3.0222 -4.0223 4.0616
C55 1.3981 -11.3390 -0.3371
H73 -5.8964 5.6259 -2.4404
H74 1.3189 -7.5540 -1.2273
O13 -6.3790 3.2195 -2.6106
H75 3.8684 -4.1363 1.1676
C56 -2.8627 -2.1669 1.6878
H76 -3.3711 3.0159 -0.0655
H77 -0.2801 -4.5899 -3.0777
H78 -4.0543 -6.1475 -1.2680
C57 5.9012 -1.0719 0.3291
H79 -6.9585 -4.7286 1.0052
C58 -4.3393 6.5733 -1.3034
C59 0.7766 -9.0747 0.2316
H80 -3.6642 -3.9203 -3.2795
O14 -0.9612 13.5235 -2.5219
C60 -0.0870 -0.6479 -5.0497
H81 13.3195 -1.3783 2.7061
H82 -4.4236 -4.5835 1.6958
C61 0.0374 10.1696 -2.9781
H83 0.2754 -0.4302 -3.9580
H84 9.1570 -0.4195 0.1521


2.
This record from OMol25 describes 12 unconnected molecules or ions with the total composition C41H100BrN4O11 at a distorted geometry. The level of theory is ωB97M-V/def2-TZVPD.

Charge = +1
Spin multiplicity = 1
HOMO level = -11.18 eV
HOMO-LUMO gap = 0.2755 hartree

Positions of all 157 atoms, in Å:
H1 0.4316 7.7261 10.7827
H2 -6.5082 0.8826 2.0134
H3 0.8914 -0.4715 0.0099
C1 4.6036 -10.1424 2.3176
H4 -5.2267 1.3473 0.9025
H5 3.5502 9.6040 4.4408
C2 -7.0748 -1.1883 -1.1433
H6 -1.3126 6.2137 2.4917
H7 -1.9111 0.2153 -2.5956
C3 -5.6612 1.5649 1.8847
H8 9.9081 -3.7522 -6.2691
H9 5.7203 -2.6208 -0.7561
H10 3.9477 9.7891 6.1651
N1 2.9229 -0.8100 -4.3058
H11 2.9311 -11.1448 -7.9923
H12 -7.8587 0.7360 -1.7463
C4 7.8052 -3.7427 -5.7380
H13 -7.6039 6.3919 0.6429
H14 -5.1062 1.5385 3.9636
C5 -7.4419 -2.3600 -0.2464
O1 -1.1917 4.5371 3.6492
C6 -0.6083 5.3941 2.6713
H15 8.8574 -3.0800 -7.5086
H16 4.4626 -7.9112 -1.2077
H17 -2.7103 2.1195 3.6146
O2 -7.3722 6.6334 -1.5419
H18 7.4272 -11.2534 0.6438
H19 -2.9314 2.0948 1.8703
H20 2.0301 8.2000 5.8255
O3 1.8793 8.8942 8.8587
H21 3.7111 -9.5793 2.0246
C7 -3.4932 -2.6563 -2.5952
H22 7.0906 -4.7086 -3.9387
C8 8.9313 -3.8684 -6.7518
H23 -8.5223 4.3214 -0.2080
N2 0.0055 -0.7480 -2.2671
H24 -10.2888 4.1834 2.1253
H25 4.2036 -7.8775 -4.7711
C9 4.5581 -8.2276 -2.2511
H26 -6.0369 2.5929 1.8804
H27 -2.2004 -1.5259 -4.1780
C10 2.5586 -10.1767 -6.0861
C11 7.9000 -4.8189 -4.6682
C12 -0.3919 4.6152 1.3836
O4 5.8871 -9.0881 0.5798
O5 -4.1900 0.0067 2.9738
H28 4.9561 8.7803 5.1021
H29 2.7141 9.7597 10.5077
H30 -10.0366 5.6276 1.1541
O6 7.8649 -2.4586 -5.1226
H31 5.8947 -6.6479 -2.8420
C13 -6.7889 7.4904 -2.5199
H32 0.5308 6.5008 4.1407
C14 3.5797 7.1309 6.8679
H33 -4.7750 7.2432 -1.7535
C15 -2.0826 -2.0000 -3.1139
C16 -8.1300 -0.0953 -1.0867
H34 1.1663 6.6294 2.4840
C17 6.7725 -11.1195 1.5118
H35 3.6121 -8.6815 -2.5670
H36 4.9812 -10.9011 0.3396
H37 7.8412 -5.8193 -5.1083
C18 5.5184 -10.3537 1.1217
C19 -6.5725 6.7114 -3.8076
C20 3.8700 -5.9629 -3.0913
C21 1.3776 8.1801 11.0986
H38 2.1398 7.3958 11.0383
O7 -8.1977 3.7847 0.5341
H39 0.6858 -11.2303 -5.7914
H40 2.9539 6.2572 7.0793
H41 -5.6498 8.5970 -1.0505
H42 4.7372 0.4507 -4.0669
C22 0.7000 5.9531 3.2073
H43 0.5733 10.8291 11.2765
C23 -5.4805 8.0494 -1.9839
C24 1.0486 -0.5692 -1.1603
C25 -8.2077 4.5991 1.7036
C26 2.0576 -0.7342 -3.2422
H44 -6.1053 -0.7803 -0.8373
H45 1.2820 8.4964 12.1420
H46 0.2749 3.7615 1.5493
C27 -3.4446 2.2869 2.8192
H47 -8.2462 0.2890 -0.0685
N3 2.4242 -0.5267 -1.7888
H48 -0.5731 3.8064 3.8150
H49 0.6906 -10.1307 -7.1898
H50 2.9382 -12.2497 -6.5982
H51 -8.3879 -2.8140 -0.5624
H52 -1.2425 -2.8144 -3.1764
H53 0.0416 5.2513 0.6056
H54 3.7538 -5.5785 -2.0732
H55 -3.7724 -0.1610 2.1127
O8 -6.9402 -1.6458 -2.4863
H56 -9.1004 -0.4690 -1.4324
H57 6.8394 -3.8164 -6.2496
H58 6.3647 -8.5951 1.2675
C28 3.0616 7.8765 5.6484
H59 -7.5207 6.3047 -4.1751
H60 0.9608 11.2760 9.5987
H61 8.9033 -4.8402 -7.2545
C29 -9.6312 5.0491 1.9919
H62 6.5233 -12.1048 1.9178
O9 5.0598 -7.5134 -4.4910
H63 4.1413 -5.1316 -3.7510
H64 -6.2635 5.4483 1.2794
H65 -7.4932 8.3100 -2.6995
H66 -7.2552 6.4255 2.3870
C30 0.6894 10.4447 10.2584
O10 3.0459 6.9960 4.5279
H67 1.4055 5.1469 3.4377
H68 -5.0143 8.7256 -2.7072
H69 -7.5374 -2.0436 0.7969
H70 2.4890 -0.9458 -5.2670
C31 1.0425 -10.2626 -6.1619
C32 5.5101 -2.2230 -1.8619
H71 7.3511 -10.5683 2.2616
H72 2.8881 -9.1861 -6.4179
C33 -4.6374 1.3598 2.9898
H73 -0.2809 10.0711 9.9127
C34 5.1412 -1.6950 -3.1362
H74 -5.9056 5.8578 -3.6418
H75 -1.3401 4.2084 1.0161
C35 -7.2818 5.7873 1.4982
H76 -6.1390 7.3475 -4.5856
H77 8.8404 -4.7364 -4.1116
H78 5.3203 -9.0118 -2.3114
C36 4.9252 -7.0559 -3.1479
H79 -7.7964 -2.0099 -2.7665
H80 0.5816 -9.4941 -5.5321
C37 3.9278 9.0843 5.3279
H81 5.1053 -9.5566 3.0961
H82 -3.9319 -3.2758 -3.5019
N4 0.5800 -0.8689 -3.5393
C38 3.2178 -11.2472 -6.9410
H83 -3.7537 3.3365 2.8431
H84 2.6849 -11.2094 -4.4284
H85 2.8996 -6.3366 -3.4371
C39 -1.5089 -0.8064 -2.1282
H86 3.5891 7.7771 7.7512
H87 -6.7537 5.9026 -1.3762
H88 -7.8406 3.9855 2.5334
H89 8.7193 -2.3843 -4.6659
H90 3.9579 6.7037 4.3632
H91 4.3086 -11.1811 -6.8671
O11 2.9733 -10.3324 -4.7315
H92 0.1448 -1.0186 -4.4773
C40 4.4280 -0.6685 -4.2475
Br1 -2.1591 -1.0234 -0.2431
H93 -9.6751 5.6651 2.8955
H94 -6.6797 -3.1442 -0.3068
H95 -4.2982 -1.8756 -2.2359
H96 4.5956 6.7576 6.6967
H97 4.2893 -11.0984 2.7479
H98 1.0231 8.5301 8.5786
H99 4.8447 -0.9758 -5.3135
H100 -3.2407 -3.4593 -1.7539
C41 1.7447 9.3517 10.2018


3.
This record from OMol25 describes a single C2H2BrF3O molecule at a distorted geometry. The level of theory is ωB97M-V/def2-TZVPD.

Spin multiplicity = 1
HOMO level = -10.73 eV
HOMO-LUMO gap = 0.4220 hartree
ΔE to the lowest compared entry with this formula, charge and spin = 0.0 kJ/mol

Positions of all 9 atoms, in Å:
H1 0.8872 -0.0069 1.4366
C1 0.3839 -0.6005 -0.2890
O1 1.1978 -0.6837 0.8248
Br1 -1.0076 -1.9847 -0.1728
F1 -1.3272 0.7233 -1.1545
H2 0.9979 -0.7176 -1.1076
C2 -0.4132 0.7019 -0.2098
F2 -1.0634 0.7801 1.0232
F3 0.3444 1.7880 -0.3509


4.
This record from OMol25 describes a molecular structure, C10H21N8O2PtSe at a distorted geometry. The level of theory is ωB97M-V/def2-TZVPD.

Charge = +1
Spin multiplicity = 1
HOMO level = -10.33 eV
HOMO-LUMO gap = 0.2723 hartree
ΔE to the lowest compared entry with this formula, charge and spin = 144.5 kJ/mol

Positions of all 43 atoms, in Å:
C1 1.6210 1.1427 -3.2141
H1 2.6084 -0.3893 0.2655
H2 3.8236 1.5336 -6.1881
H3 3.9663 -0.1559 -6.5466
C2 -1.9261 1.7094 -1.7338
H4 1.8849 -1.1348 -3.8558
H5 -1.0756 2.2842 -1.3847
N1 2.3665 1.4102 -4.2530
H6 -4.1063 3.2876 0.1806
H7 1.7155 2.0451 3.1189
C3 1.6917 1.7560 2.0693
H8 0.7638 -0.1301 2.5334
C4 2.8149 0.3457 -4.9156
N2 3.6195 0.5776 -5.9567
H9 -1.2276 3.0014 1.4943
H10 -1.7890 1.5030 -2.7933
C5 0.5143 2.3737 1.3632
N3 1.7061 -0.4854 0.7258
C6 -3.7039 1.3096 0.4893
H11 -4.0635 2.0439 -1.9289
N4 -0.5145 -1.9242 0.0377
H12 1.6075 -1.4817 0.9191
H13 -4.5677 0.8799 -0.0384
C7 1.6678 0.2250 2.0364
C8 -3.1816 2.5109 -1.4661
H14 2.8786 -1.6955 -5.1436
H15 -1.7227 0.7951 1.0413
O1 -0.5146 2.7684 2.1139
N5 2.5251 -0.9261 -4.6033
N6 -1.8865 0.3873 -1.0231
O2 0.4861 2.4146 0.1514
C9 -2.4852 0.4255 0.3577
N7 -3.3595 2.6340 -0.0173
H16 -3.0530 3.4975 -1.9107
H17 2.5192 -0.1268 2.6186
H18 -2.6944 -0.6064 0.6307
C10 -0.1358 -3.0441 -0.0325
Se1 0.4323 -4.7023 -0.1364
Pt1 0.1022 -0.1345 -0.5811
N8 0.9453 0.9657 -2.2898
H19 -3.9587 1.3698 1.5480
H20 -2.3882 -0.3104 -1.5642
H21 2.5868 2.1323 1.5742


- Look up the HOMO level of the third one.
  -10.73 eV